(1)
{
  "formula": "CCuF3O2S",
  "method": "ωB97M-V/def2-TZVPD",
  "elements": ["O", "F", "Cu", "F", "S", "F", "O", "C"],
  "coordinates": [[1.52998, 0.53219, 0.63755], [0.12139, 1.31363, -1.28070], [1.94946, -1.20016, 1.00399], [-0.94281, 0.96173, 0.89140], [-0.56913, -1.26171, -0.55086], [-2.06890, 0.95359, -1.05249], [0.34262, -1.87349, 0.61309], [-0.36262, 0.57422, -0.26198]],
  "forces_ev_per_a": [[-0.898, 0.593, -0.492], [0.209, -0.853, 2.743], [1.825, 0.740, 0.452], [2.417, 0.122, -1.512], [1.563, 0.430, 2.178], [1.445, -1.626, 0.473], [-3.726, -0.486, -2.606], [-2.836, 1.081, -1.236]],
  "multiplicity": 3,
  "e_tot_ha": -2526.56464,
  "lumo_ha": [-0.0559, -0.1208],
  "orbital_gap_ev": [8.91, 6.48],
  "max_force_ev_per_a": 4.57
}

(2)
{
  "formula": "C9H14N4O3",
  "method": "ωB97M-V/def2-TZVPD",
  "elements": ["N", "H", "C", "O", "C", "N", "O", "H", "O", "H", "H", "H", "H", "H", "C", "C", "C", "N", "H", "C", "H", "H", "N", "C", "C", "H", "C", "H", "H", "H"],
  "coordinates": [[-4.94908, -0.89454, 0.02360], [-0.90510, -0.91913, -1.33277], [3.28727, -1.50516, -0.39828], [1.15071, 2.00790, -0.66370], [-2.78802, -0.55314, -0.52090], [1.62990, -0.07183, 0.13124], [4.73367, -1.93302, -0.44476], [-1.00165, 2.49942, -0.93283], [2.41137, -2.47321, -0.50706], [3.78906, 0.44507, 2.18409], [-1.48287, 2.86565, 0.90290], [-1.64732, 0.90816, -1.29595], [-5.97339, -0.94981, -0.28169], [-4.67982, 0.68376, -1.30490], [3.01198, 0.03465, -0.14511], [-4.15460, -1.81899, 0.84261], [-1.47245, -0.10306, -0.83372], [-1.38034, 2.11274, 0.05445], [3.39008, 0.73114, -1.04799], [0.75038, 0.95145, -0.08428], [3.79855, 1.84465, 0.72535], [1.02683, -0.86066, 0.28442], [-2.90701, -1.53615, 0.51962], [-4.01290, -0.20863, -0.91069], [-0.82012, 0.79394, 0.24962], [-4.55840, -2.46938, 1.58434], [3.87686, 0.74800, 1.03344], [-0.86624, 0.35565, 1.35439], [5.00776, 0.52638, 0.89038], [5.73489, -1.21185, -0.07581]],
  "forces_ev_per_a": [[0.292, -1.230, -1.043], [0.167, 1.032, 0.286], [0.577, -4.681, -0.008], [-0.952, -2.467, 1.706], [-1.615, -2.468, 2.842], [-3.463, 2.823, 0.322], [0.746, 3.021, 1.320], [-0.797, -0.524, 3.648], [5.320, 5.957, 0.475], [-0.763, 0.854, -2.681], [0.974, -2.756, -3.094], [-0.088, -2.133, -2.302], [2.141, -0.168, 1.018], [2.469, -1.820, -0.084], [2.054, -1.152, 0.064], [0.531, 4.474, -4.271], [1.088, 2.441, -0.841], [-0.702, 2.926, 0.450], [-1.670, -1.994, 1.424], [1.109, 2.878, -2.186], [-0.183, -1.324, 1.350], [1.416, -1.391, 0.147], [-0.134, -0.808, 0.446], [-5.468, 1.247, 2.209], [2.723, -0.749, 2.626], [-0.031, -0.271, 0.234], [1.687, -0.480, 0.033], [-0.290, 1.174, -2.188], [-1.761, 0.255, -0.249], [-5.377, -2.667, -1.654]],
  "de_lowest_ev": 8.132,
  "e_tot_ha": -795.86425,
  "lumo_ha": -0.0076,
  "orbital_gap_ev": 8.77,
  "max_force_ev_per_a": 8.00
}